# C32H81ClN5O15

A 7-piece molecular cluster, C32H81ClN5O15 overall at a distorted geometry (ωB97M-V/def2-TZVPD, OMol25).

Spin multiplicity   2
Orbital gap (alpha / beta)   7.29 / 2.56 eV
Maximum force   0.0928 hartree/bohr
Total energy   -85162.1625 eV

```
134
Properties=species:S:1:pos:R:3:forces:R:3
Cl 0.684 1.148 -0.700 1.654 -0.927 -2.421
O 2.025 1.628 -0.840 1.098 -0.423 1.289
O -0.133 2.260 -1.025 -1.897 0.469 0.468
O 0.539 0.074 -1.673 -0.754 0.029 0.280
O 0.407 0.576 0.604 0.008 0.430 0.784
C 1.355 -2.105 -4.430 -0.735 -0.302 -0.092
C -0.155 -2.397 -4.369 0.435 0.238 -0.173
O -0.563 -2.953 -5.637 0.443 0.101 0.388
H 1.558 -1.505 -5.317 0.136 -0.024 0.030
H 1.897 -3.049 -4.485 0.078 -0.031 -0.228
H 1.711 -1.580 -3.543 -0.254 0.170 -0.044
H -0.706 -1.483 -4.151 -0.023 0.148 -0.099
H -0.362 -3.083 -3.548 -0.056 -0.264 0.032
H -1.499 -3.166 -5.618 -0.047 0.086 0.172
C 7.811 -7.463 -3.190 -0.230 -0.272 0.561
O 7.463 -6.412 -2.311 -0.498 0.394 0.272
C 6.080 -6.413 -1.883 1.096 0.888 0.311
C 5.878 -5.288 -0.828 -0.328 -0.210 -0.698
N 6.488 -4.020 -1.198 -0.129 0.739 -1.951
C 6.046 -3.481 -2.554 -1.544 -0.238 1.036
C 4.483 -3.316 -2.680 0.301 1.548 0.114
O 4.039 -2.277 -1.737 0.109 -1.039 0.033
C 2.770 -2.486 -1.107 0.872 -0.416 0.105
H 7.108 -7.539 -4.019 -0.255 -0.277 0.022
H 7.877 -8.364 -2.579 -0.353 -0.535 -0.343
H 8.799 -7.365 -3.638 0.048 0.726 0.278
H 5.774 -7.333 -1.385 0.201 -0.404 -0.150
H 5.450 -6.269 -2.760 -0.171 0.089 -0.100
H 6.203 -5.638 0.152 0.619 0.134 -0.075
H 4.807 -5.148 -0.681 -0.512 -0.309 -0.237
H 6.083 -3.261 -0.669 0.080 -0.218 0.953
H 6.394 -4.010 -3.441 0.292 -0.318 0.358
H 6.421 -2.458 -2.585 0.183 -0.084 -0.142
H 3.872 -4.218 -2.648 0.162 -0.219 0.568
H 4.251 -2.872 -3.648 0.271 -0.150 -0.346
H 2.861 -3.216 -0.302 0.169 -0.437 0.217
H 2.028 -2.891 -1.794 -0.175 0.461 -0.058
H 2.475 -1.559 -0.615 -0.240 0.159 -0.620
C -2.002 -2.753 -0.266 -0.170 0.124 -0.285
O -3.172 -1.994 -0.496 -0.511 0.356 -0.094
C -2.914 -0.578 -0.603 0.386 0.807 0.893
C -4.262 0.257 -0.614 2.258 -1.329 -0.413
N -4.973 -0.315 -1.722 -0.193 -0.345 0.820
C -6.319 0.172 -1.728 -0.904 -0.419 -2.345
C -7.205 -0.694 -2.676 0.252 0.855 1.710
O -7.407 -1.909 -1.957 -0.714 -1.833 -2.174
C -8.021 -2.995 -2.792 0.406 1.025 1.254
H -1.307 -2.703 -1.104 0.241 0.461 -0.091
H -2.243 -3.813 -0.196 -0.456 0.100 0.257
H -1.520 -2.415 0.651 0.251 -0.021 0.083
H -2.240 -0.399 -1.441 -0.389 0.155 -0.470
H -2.307 -0.289 0.255 -0.006 0.130 0.376
H -4.154 1.329 -0.781 0.588 0.044 0.231
H -4.742 0.075 0.347 -0.286 0.146 0.278
H -4.888 -1.283 -1.447 -0.880 -0.682 -0.729
H -6.245 1.148 -2.208 -0.293 0.407 0.145
H -6.836 0.294 -0.777 0.118 -0.245 0.394
H -6.732 -0.758 -3.655 0.231 -0.601 0.006
H -8.148 -0.165 -2.815 -0.358 -0.043 -0.052
H -7.523 -3.166 -3.746 0.280 0.371 0.044
H -9.080 -2.810 -2.974 -0.044 0.394 -0.057
H -7.984 -3.927 -2.228 0.283 0.218 0.222
C 2.330 3.796 1.543 0.513 -0.668 -0.456
O 2.518 4.305 0.244 -1.226 1.641 0.556
C 1.674 5.497 0.018 0.844 -1.162 0.575
C 1.369 5.626 -1.461 -0.106 -0.893 0.868
N 2.570 5.715 -2.227 0.692 0.606 -0.840
C 2.322 5.699 -3.681 0.652 -1.505 0.632
C 1.619 4.395 -4.152 1.185 -0.217 -0.450
O 2.306 3.179 -3.718 -1.809 0.537 -0.089
C 1.644 2.003 -4.260 0.904 0.287 0.447
H 2.855 2.841 1.573 0.084 -0.208 -0.181
H 1.294 3.566 1.790 -0.277 0.192 -0.108
H 2.778 4.387 2.343 -0.028 0.609 0.088
H 2.127 6.394 0.440 0.803 0.207 -0.245
H 0.790 5.438 0.653 -0.516 -0.482 -0.401
H 0.739 6.509 -1.570 -0.618 0.062 -0.224
H 0.893 4.697 -1.772 -0.501 0.173 0.163
H 2.934 6.642 -2.060 0.564 0.080 0.234
H 3.288 5.693 -4.185 0.175 0.179 0.133
H 1.819 6.625 -3.957 -0.644 -0.202 -0.564
H 1.767 4.336 -5.231 -0.575 0.515 -0.386
H 0.555 4.444 -3.923 -0.087 -0.535 0.188
H 0.590 1.856 -4.025 -0.117 0.584 0.422
H 2.166 1.149 -3.828 0.047 0.101 -0.034
H 1.728 1.961 -5.346 0.187 0.174 -0.259
C 3.939 1.620 7.110 0.001 1.113 -0.587
O 4.393 2.465 6.021 -0.292 -1.103 -0.797
C 4.007 2.103 4.685 0.368 -0.759 0.966
C 4.617 0.661 4.310 1.575 1.959 -0.571
N 4.442 0.238 2.923 -2.947 -1.871 3.257
C 3.041 -0.180 2.630 0.101 0.638 -1.703
C 2.411 -1.385 3.361 0.151 0.459 2.161
O 2.343 -1.171 4.800 0.437 -0.326 -0.606
C 1.433 -2.086 5.433 0.162 -0.400 -0.371
H 4.371 0.619 7.119 0.047 -0.092 -0.296
H 2.849 1.585 7.100 -0.049 -0.215 0.081
H 4.285 2.143 8.001 -0.123 -0.114 -0.026
H 4.398 2.914 4.069 0.258 -0.388 -0.191
H 2.931 2.068 4.513 -0.225 -0.041 0.394
H 4.249 -0.113 4.983 -1.030 -0.272 -0.132
H 5.678 0.663 4.559 0.220 0.328 -0.339
H 5.060 -0.513 2.651 0.905 0.335 -0.651
H 3.050 -0.482 1.583 -0.160 0.099 -0.185
H 2.332 0.647 2.679 0.326 0.266 0.215
H 2.931 -2.324 3.168 -0.039 -0.062 -0.180
H 1.378 -1.386 3.014 0.082 -0.182 -0.570
H 1.603 -2.202 6.503 0.051 1.003 0.038
H 1.596 -3.118 5.124 0.011 -0.055 -0.689
H 0.416 -1.781 5.183 -0.098 -0.121 0.281
C -1.443 3.756 2.311 -0.211 -0.217 -1.212
O -2.840 3.876 2.004 1.717 1.254 -0.235
C -3.572 2.832 2.517 -0.966 -0.471 0.298
C -5.000 2.986 2.010 0.090 0.891 0.291
N -5.883 1.944 2.418 -0.323 -1.660 0.148
C -7.178 2.026 1.786 -1.119 0.437 -0.020
C -8.191 0.983 2.254 0.682 -0.071 1.005
O -8.454 1.259 3.650 -0.991 -1.332 0.075
C -9.290 0.257 4.308 0.418 0.969 0.366
H -0.883 4.560 1.835 -0.418 0.082 -0.215
H -1.122 2.822 1.850 0.418 -0.159 0.126
H -1.131 3.786 3.355 -0.689 -0.136 0.471
H -3.460 2.914 3.598 -0.530 -0.504 0.477
H -3.246 1.843 2.193 0.480 -0.194 -0.091
H -4.966 3.043 0.922 0.051 -0.009 -0.057
H -5.427 3.914 2.392 0.267 0.729 -0.258
H -6.071 2.056 3.404 0.135 -0.245 0.259
H -7.140 2.054 0.697 0.424 -0.425 -0.079
H -7.639 2.983 2.030 -0.270 0.505 0.086
H -7.761 -0.017 2.191 0.058 -0.198 -0.185
H -9.119 1.009 1.682 -0.045 0.182 -0.150
H -9.322 0.529 5.363 0.308 0.135 0.006
H -8.941 -0.775 4.270 0.502 0.061 -0.432
H -10.344 0.244 4.032 -0.010 0.320 -0.743
```
Forces are in eV/Å.